A single C2H6N2OS molecule at a distorted geometry. Source: OMol25; level of theory: wB97M-V/def2-TZVPD.

The geometry in ORCA input format:
```
! RIJCOSX wB97M-V def2-TZVPD def2/J DEFGRID3
* xyz 0 1
C -1.05122 -1.54073 1.15319
N -0.92979 -0.21690 0.72451
C 0.05395 0.35306 -0.01118
S 0.32515 2.00149 -0.02024
N 0.85898 -0.35900 -0.85600
O 0.61566 -1.75277 -0.95317
H -1.51433 -2.19372 0.41107
H -1.77085 -1.52768 1.99129
H -0.09871 -1.96388 1.54121
H -1.44127 0.45467 1.26125
H 1.29746 0.17727 -1.58445
H -0.12069 -1.79099 -1.60288
*
```

Computed properties:
E_tot = -18032.374 eV
ΔE to the lowest compared entry with this formula, charge and spin = 234.6 kJ/mol
gap between HOMO and LUMO = 0.3226 Eh
SMILES string = CNC(=S)NO

Listed below, in e, are the natural (NBO) charges computed for each atom: atom 1 (C): -0.4043, atom 2 (N): -0.5995, atom 3 (C): 0.2747, atom 4 (S): -0.2892, atom 5 (N): -0.3394, atom 6 (O): -0.5382, atom 7 (H): 0.1912, atom 8 (H): 0.2050, atom 9 (H): 0.2095, atom 10 (H): 0.4177, atom 11 (H): 0.4104, atom 12 (H): 0.4621



A molecular structure, C24H37Br2N4O2Tl at a distorted geometry. Source: OMol25; level of theory: wB97M-V/def2-TZVPD.

The geometry in ORCA input format:
```
! RIJCOSX wB97M-V def2-TZVPD def2/J DEFGRID3
* xyz 2 1
Tl 2.84291 6.13075 -2.18652
C -0.64044 1.40569 0.06418
C 0.77924 1.66824 -0.37884
O 0.90747 2.22581 -1.65123
H -0.64201 0.97087 1.06369
H -1.16554 0.65263 -0.52341
H -1.18725 2.33053 0.24794
H 1.31258 0.72162 -0.29182
H 1.27282 2.34270 0.32086
C 7.25760 3.59401 2.22357
C 7.42995 2.41837 1.22693
C 6.19558 2.62721 0.32306
O 5.59646 3.93059 0.56171
C 6.52614 4.61756 1.42408
H 8.22139 3.98341 2.55155
H 6.59063 3.34211 3.04806
H 7.43422 1.47931 1.78034
H 8.35592 2.55912 0.66938
H 5.70244 1.69331 0.59276
H 6.55535 2.61015 -0.70572
H 5.91413 5.07624 2.20071
H 7.15438 5.30708 0.86020
Br -3.98233 6.40327 5.18876
C -2.97043 4.85886 4.51374
C -3.02058 3.82040 5.57456
Br -1.66349 2.35711 5.30899
H -1.93207 5.18909 4.48465
H -3.23921 4.65096 3.47806
H -3.95085 3.26647 5.70055
H -2.70184 4.21080 6.54105
N -7.60932 1.36295 3.37698
C -7.64773 -0.03510 3.41258
C -6.42100 -0.46323 2.95325
C -5.68294 0.64161 2.56124
C -6.49210 1.77731 2.77293
H -8.27245 2.03392 3.73772
H -8.54210 -0.53346 3.75626
H -6.19641 -1.51731 2.88339
H -4.64981 0.65420 2.24679
H -6.32358 2.81624 2.53080
N -5.07651 -0.34499 -3.75320
C -4.65553 -1.61954 -3.49520
C -4.44206 -2.27233 -4.68174
C -4.87877 -1.40340 -5.62885
C -5.07236 -0.13445 -5.07644
H -5.26183 0.46196 -3.17475
H -4.46491 -1.98011 -2.49518
H -4.05653 -3.23510 -4.98310
H -4.88046 -1.60612 -6.68965
H -5.40157 0.80681 -5.49123
N 2.96905 -5.12514 2.46058
C 3.48489 -6.36991 2.20424
C 3.70405 -6.50240 0.79096
C 3.00258 -5.42367 0.18357
C 2.59939 -4.54428 1.26021
H 2.94850 -4.77418 3.40741
H 3.76806 -7.02243 3.01690
H 4.26036 -7.27316 0.27829
H 2.91531 -5.18407 -0.86590
H 2.01822 -3.63481 1.22153
N 2.51409 -3.19067 -5.66441
C 1.73374 -4.02342 -6.37637
C 0.77974 -4.41027 -5.51362
C 0.75303 -3.56811 -4.38841
C 1.91152 -2.82645 -4.47413
H 3.42545 -2.87041 -5.95928
H 1.96707 -4.38611 -7.36653
H -0.02521 -5.09214 -5.74491
H 0.00852 -3.56884 -3.60603
H 2.33643 -2.06365 -3.83854
*
```

Computed properties:
E_tot = -180297.040 eV
ΔE to the lowest compared entry with this formula, charge and spin = 267.0 kJ/mol
gap between HOMO and LUMO = 0.0551 Eh

Listed below, in e, are the natural (NBO) charges computed for each atom: atom 1 (Tl): 0.9947, atom 2 (C): -0.6439, atom 3 (C): -0.1245, atom 4 (O): -0.4156, atom 5 (H): 0.2188, atom 6 (H): 0.2225, atom 7 (H): 0.2190, atom 8 (H): 0.2388, atom 9 (H): 0.2075, atom 10 (C): -0.4230, atom 11 (C): -0.4234, atom 12 (C): -0.1041, atom 13 (O): -0.5594, atom 14 (C): -0.0855, atom 15 (H): 0.2335, atom 16 (H): 0.2059, atom 17 (H): 0.2185, atom 18 (H): 0.2109, atom 19 (H): 0.1892, atom 20 (H): 0.1745, atom 21 (H): 0.1911, atom 22 (H): 0.1743, atom 23 (Br): 0.0091, atom 24 (C): -0.4571, atom 25 (C): -0.4065, atom 26 (Br): -0.0675, atom 27 (H): 0.2238, atom 28 (H): 0.2286, atom 29 (H): 0.2314, atom 30 (H): 0.2387, atom 31 (N): -0.5004, atom 32 (C): -0.0269, atom 33 (C): -0.2921, atom 34 (C): -0.2957, atom 35 (C): -0.0155, atom 36 (H): 0.4271, atom 37 (H): 0.2310, atom 38 (H): 0.2345, atom 39 (H): 0.2231, atom 40 (H): 0.2173, atom 41 (N): -0.5036, atom 42 (C): 0.0098, atom 43 (C): -0.2920, atom 44 (C): -0.2496, atom 45 (C): 0.0079, atom 46 (H): 0.4286, atom 47 (H): 0.2218, atom 48 (H): 0.2496, atom 49 (H): 0.2317, atom 50 (H): 0.2274, atom 51 (N): -0.5157, atom 52 (C): 0.0262, atom 53 (C): -0.2722, atom 54 (C): -0.2686, atom 55 (C): -0.0014, atom 56 (H): 0.4356, atom 57 (H): 0.2305, atom 58 (H): 0.2470, atom 59 (H): 0.2379, atom 60 (H): 0.2177, atom 61 (N): -0.5066, atom 62 (C): -0.0093, atom 63 (C): -0.2817, atom 64 (C): -0.2883, atom 65 (C): -0.0300, atom 66 (H): 0.4197, atom 67 (H): 0.2339, atom 68 (H): 0.2266, atom 69 (H): 0.2287, atom 70 (H): 0.2157



A molecular structure, C34H41BN6NbPSi at a distorted geometry. Source: OMol25; level of theory: wB97M-V/def2-TZVPD.

The geometry in ORCA input format:
```
! RIJCOSX wB97M-V def2-TZVPD def2/J DEFGRID3
* xyz 2 1
Nb -1.36343 0.52663 0.17024
C -0.90545 -0.00956 4.85337
C -0.48519 0.72079 3.68542
N -1.18218 0.13632 2.64553
N -2.10274 -0.77025 3.14352
C -1.96672 -0.85719 4.52841
B -3.33993 -1.19759 2.24587
N -3.97293 0.08749 1.67430
C -5.24437 0.50084 1.66673
C -5.41567 1.63442 0.87320
C -4.17777 1.84117 0.24874
N -3.32419 0.97478 0.75511
N -2.84442 -2.17111 1.08797
C -2.61072 -3.49884 1.08356
C -1.61371 -3.79054 0.09495
C -1.23254 -2.58137 -0.38751
N -1.96824 -1.57262 0.23061
H -0.31893 0.03883 5.77768
H 0.21445 1.55315 3.57255
H -2.64101 -1.53431 5.03078
H -4.09778 -1.88674 2.96592
H -6.02617 0.13512 2.37670
H -6.38356 2.14689 0.77574
H -3.80776 2.38900 -0.66061
H -3.12965 -4.22298 1.70228
H -1.06925 -4.66572 -0.13302
H -0.54405 -2.37825 -1.14098
C 2.03896 2.46524 -2.31565
C 2.99261 1.27128 -2.15501
C 3.85390 1.06736 -3.28647
C 4.88024 0.18922 -3.29974
C 5.07675 -0.53557 -2.11577
C 4.20422 -0.37643 -1.07038
C 3.01824 0.35933 -1.12876
P 1.64594 0.15080 0.10441
C 2.23571 -1.28838 1.03342
C 2.48527 -1.06681 2.40547
C 3.20151 -1.94807 3.21418
C 3.50341 -3.15867 2.70415
C 3.19570 -3.50688 1.34171
C 2.53979 -2.59637 0.51646
C 2.27142 -2.95332 -0.91201
C 1.87271 1.70945 1.07000
C 3.14985 2.21648 1.58281
C 3.16984 3.22589 2.49960
C 2.01153 3.88610 2.89617
C 0.85890 3.65828 2.17290
C 0.79099 2.57380 1.26714
C -0.48869 2.52309 0.55592
H 1.30027 2.19387 -2.93513
H 2.52543 3.35581 -2.74934
H 1.55239 2.78085 -1.37180
H 3.65924 1.81028 -4.06142
H 5.56924 0.15952 -4.14401
H 5.90898 -1.29908 -2.09385
H 4.39147 -0.78579 -0.05253
H 2.14021 -0.08264 2.82572
H 3.38646 -1.63660 4.18453
H 3.91552 -3.91446 3.35045
H 3.52332 -4.45552 0.97321
H 1.57454 -3.85805 -0.86272
H 3.15074 -3.31252 -1.50669
H 1.79596 -2.20471 -1.51081
H 4.11302 1.98978 1.15375
H 4.13251 3.48397 2.98401
H 2.07060 4.57330 3.74427
H 0.05698 4.35317 2.26620
H -0.47017 2.86152 -0.49489
H -1.17498 3.02853 1.17523
C -1.51761 -1.22065 -4.59072
Si -2.37257 0.06332 -3.42180
C -4.02518 -0.74377 -2.94834
C -2.94805 1.75873 -4.11633
C -1.24632 0.53656 -1.98768
H -0.99130 -0.68512 -5.48844
H -2.29754 -1.86207 -4.91254
H -0.74834 -1.80407 -3.96201
H -4.43823 -0.20173 -2.07498
H -3.97144 -1.90916 -2.85757
H -4.80729 -0.62441 -3.66956
H -3.61530 1.80047 -4.98456
H -2.24727 2.49738 -4.47483
H -3.55073 2.25756 -3.24257
H -1.05235 1.65995 -2.10197
H -0.24707 0.02154 -1.98790
*
```

Computed properties:
E_tot = -64240.476 eV
ΔE to the lowest compared entry with this formula, charge and spin = 126.3 kJ/mol
gap between HOMO and LUMO = 0.1922 Eh

Listed below, in e, are the Mulliken charges computed for each atom: atom 1 (Nb): -1.0919, atom 2 (C): -1.1220, atom 3 (C): -0.3382, atom 4 (N): 0.8337, atom 5 (N): -0.3170, atom 6 (C): -0.2320, atom 7 (B): -0.0214, atom 8 (N): -0.3115, atom 9 (C): 0.0411, atom 10 (C): -1.2118, atom 11 (C): -0.2149, atom 12 (N): 0.7804, atom 13 (N): 0.1058, atom 14 (C): -0.2420, atom 15 (C): -1.0588, atom 16 (C): -0.7668, atom 17 (N): 0.8353, atom 18 (H): 0.4026, atom 19 (H): 0.3942, atom 20 (H): 0.4937, atom 21 (H): -0.0574, atom 22 (H): 0.4222, atom 23 (H): 0.4113, atom 24 (H): 0.3870, atom 25 (H): 0.4603, atom 26 (H): 0.5013, atom 27 (H): 0.7856, atom 28 (C): -1.7696, atom 29 (C): 0.8119, atom 30 (C): -0.9805, atom 31 (C): -0.7015, atom 32 (C): -0.6263, atom 33 (C): -0.4022, atom 34 (C): 0.6075, atom 35 (P): 2.3604, atom 36 (C): 0.4620, atom 37 (C): -0.3460, atom 38 (C): -1.1976, atom 39 (C): -0.6248, atom 40 (C): -0.8119, atom 41 (C): 1.3871, atom 42 (C): -1.6602, atom 43 (C): 0.3777, atom 44 (C): -0.9362, atom 45 (C): -0.4783, atom 46 (C): -0.8797, atom 47 (C): -0.5685, atom 48 (C): 0.3927, atom 49 (C): -1.9593, atom 50 (H): 0.4967, atom 51 (H): 0.5646, atom 52 (H): 0.1024, atom 53 (H): 0.4479, atom 54 (H): 0.4268, atom 55 (H): 0.3760, atom 56 (H): 0.4800, atom 57 (H): 0.2125, atom 58 (H): 0.5896, atom 59 (H): 0.4196, atom 60 (H): 0.5690, atom 61 (H): 0.4212, atom 62 (H): 0.4337, atom 63 (H): 0.0388, atom 64 (H): 0.4582, atom 65 (H): 0.4228, atom 66 (H): 0.4496, atom 67 (H): 0.5022, atom 68 (H): 0.8057, atom 69 (H): 0.9048, atom 70 (C): -1.0276, atom 71 (Si): 0.0114, atom 72 (C): -0.9057, atom 73 (C): -1.0756, atom 74 (C): 0.3656, atom 75 (H): 0.3143, atom 76 (H): 0.3815, atom 77 (H): 0.2225, atom 78 (H): 0.1422, atom 79 (H): 0.2540, atom 80 (H): 0.4651, atom 81 (H): 0.3913, atom 82 (H): 0.4208, atom 83 (H): 0.1696, atom 84 (H): 0.4783, atom 85 (H): -0.0556



10 unconnected molecules or ions with the total composition C9H13B2Cl27O2 at a distorted geometry. Source: OMol25; level of theory: wB97M-V/def2-TZVPD.

The geometry in ORCA input format:
```
! RIJCOSX wB97M-V def2-TZVPD def2/J DEFGRID3
* xyz 0 1
Cl 2.96866 3.70965 -0.51413
C 1.44176 2.90078 -0.86534
Cl 1.67167 1.56299 -1.99308
Cl 0.66688 2.35031 0.62301
H 0.78458 3.61543 -1.34934
Cl -4.29283 0.60675 -2.28168
C -2.96228 0.96706 -1.18187
Cl -2.05007 -0.48425 -0.77414
Cl -1.89153 2.19502 -1.85299
H -3.38641 1.35331 -0.26119
Cl -1.16364 1.78884 6.15531
C -0.16278 2.12346 4.74652
Cl 1.49912 1.60034 5.00875
Cl -0.82397 1.33154 3.30924
H -0.15793 3.19323 4.57091
Cl -0.96827 -2.29408 6.60478
C 0.16732 -2.12200 5.26662
Cl 1.78039 -2.65298 5.74128
Cl -0.39960 -3.00071 3.84711
H 0.22010 -1.06966 5.00722
Cl 3.56692 -0.83356 0.19624
C 4.02113 -1.31565 1.82339
Cl 5.77210 -1.46779 1.98363
Cl 3.35992 -0.18790 3.00644
H 3.58332 -2.28838 2.02128
Cl 3.12320 -4.92976 -2.74417
C 2.36547 -4.81301 -1.16241
Cl 3.56359 -4.46668 0.08745
Cl 1.08092 -3.60279 -1.15593
H 1.91678 -5.77367 -0.93408
Cl -4.52973 -3.21147 3.83328
C -4.24685 -2.30101 2.35156
Cl -5.76329 -1.73046 1.65111
Cl -3.14360 -0.95793 2.63910
H -3.78157 -2.96623 1.63261
Cl -3.33755 6.85253 -1.57360
C -1.97238 7.06366 -0.46138
Cl -1.08819 5.55723 -0.23960
Cl -0.91032 8.35070 -1.01470
H -2.39022 7.35741 0.49470
Cl 2.27213 -8.73348 -4.41377
C 3.08648 -9.39844 -3.00023
Cl 4.82516 -9.50398 -3.25677
Cl 2.72182 -8.44365 -1.55854
H 2.70835 -10.40049 -2.83354
B -1.85023 3.71773 -5.49679
B -0.98402 4.56541 -4.30837
O 0.12859 3.96545 -3.70646
O -1.29087 5.84943 -3.89619
H -2.69544 2.92114 -5.23416
H -1.59564 3.91389 -6.64752
H 0.72587 3.56183 -4.35151
H -2.18302 5.97489 -3.53804
*
```

Computed properties:
E_tot = -353097.569 eV
gap between HOMO and LUMO = 0.3642 Eh
SMILES string = ClC(Cl)Cl.ClC(Cl)Cl.ClC(Cl)Cl.ClC(Cl)Cl.ClC(Cl)Cl.ClC(Cl)Cl.ClC(Cl)Cl.ClC(Cl)Cl.ClC(Cl)Cl.BB(O)O

Listed below, in e, are the natural (NBO) charges computed for each atom: atom 1 (Cl): 0.0200, atom 2 (C): -0.2917, atom 3 (Cl): 0.0121, atom 4 (Cl): 0.0067, atom 5 (H): 0.2460, atom 6 (Cl): 0.0205, atom 7 (C): -0.2863, atom 8 (Cl): 0.0172, atom 9 (Cl): 0.0193, atom 10 (H): 0.2295, atom 11 (Cl): 0.0307, atom 12 (C): -0.2854, atom 13 (Cl): 0.0259, atom 14 (Cl): 0.0153, atom 15 (H): 0.2338, atom 16 (Cl): 0.0193, atom 17 (C): -0.2867, atom 18 (Cl): 0.0194, atom 19 (Cl): 0.0139, atom 20 (H): 0.2264, atom 21 (Cl): 0.0284, atom 22 (C): -0.2908, atom 23 (Cl): 0.0143, atom 24 (Cl): 0.0115, atom 25 (H): 0.2296, atom 26 (Cl): 0.0298, atom 27 (C): -0.2862, atom 28 (Cl): 0.0092, atom 29 (Cl): 0.0196, atom 30 (H): 0.2277, atom 31 (Cl): 0.0253, atom 32 (C): -0.2875, atom 33 (Cl): 0.0168, atom 34 (Cl): 0.0152, atom 35 (H): 0.2280, atom 36 (Cl): -0.0014, atom 37 (C): -0.2836, atom 38 (Cl): 0.0263, atom 39 (Cl): 0.0387, atom 40 (H): 0.2306, atom 41 (Cl): 0.0261, atom 42 (C): -0.2855, atom 43 (Cl): 0.0283, atom 44 (Cl): 0.0033, atom 45 (H): 0.2295, atom 46 (B): 0.1143, atom 47 (B): 0.8496, atom 48 (O): -0.9233, atom 49 (O): -0.9192, atom 50 (H): -0.0663, atom 51 (H): -0.0715, atom 52 (H): 0.5020, atom 53 (H): 0.5053



Q: What is the E_tot in the second record?
A: -180297.040 eV